An isolated molecule of C17H19N5O3 at a distorted geometry, computed with ωB97M-V/def2-TZVPD.

Structure (XYZ):
```
44
Properties=species:S:1:pos:R:3:forces:R:3
N -1.2880 4.0235 -1.3354 -2.3 -3.3 0.4
C -0.9059 2.7678 -0.5320 2.8 1.3 -0.4
C -2.1451 2.0754 -0.0481 -0.1 0.2 0.0
C -2.1361 0.6485 0.3990 -1.8 0.6 2.5
C -2.5093 0.3777 1.7543 1.0 -0.6 -1.4
N -2.7174 -1.0208 1.8957 0.8 3.2 -1.3
C -2.4763 -1.5340 0.6710 0.6 0.0 0.1
C -2.2745 -2.8893 0.5591 -0.3 -2.1 -1.0
C -1.8294 -3.3843 -0.6394 -1.0 1.7 -0.3
C -1.6530 -2.4951 -1.7845 -0.1 -0.4 0.9
C -1.7219 -1.1262 -1.6511 -1.9 -1.3 5.3
C -2.1517 -0.5640 -0.2907 1.0 -3.3 -2.2
C -0.0149 1.8314 -1.3051 -0.8 -0.3 -2.2
O 0.0320 1.9380 -2.5601 0.5 -0.8 2.8
N 0.4590 0.7605 -0.5760 1.7 0.8 -0.6
C 0.8287 0.7360 0.8856 -1.2 2.4 -4.2
C 1.4045 -0.5921 1.0018 0.5 -2.3 -0.5
C 2.6594 -0.8929 0.2054 -0.2 0.2 2.0
C 3.9349 -1.1293 0.6244 0.2 -0.3 1.4
N 4.6341 -1.5193 -0.4700 -0.3 0.2 -1.2
C 3.7425 -1.4304 -1.5294 1.4 -0.3 0.2
N 2.5326 -1.0822 -1.1306 1.6 -0.4 -1.1
C 1.8034 1.8370 1.2773 0.1 -1.1 -2.2
O 2.3324 2.6202 0.5020 -0.9 -1.1 2.7
O 2.0596 1.5781 2.5642 1.7 1.9 1.2
H -0.9542 3.9317 -2.3021 1.0 -0.1 0.5
H -2.1938 3.5004 -1.5393 0.4 2.6 -0.3
H -0.3291 3.0429 0.3496 0.1 0.5 0.0
H -2.4403 2.6746 0.8216 -0.7 0.0 -0.5
H -2.7812 2.2237 -0.9389 -0.8 -0.6 0.9
H -2.2124 1.1050 2.5131 -1.1 -0.5 0.3
H -2.9953 -1.6800 2.5717 -0.2 0.2 1.5
H -2.5589 -3.6107 1.3597 0.4 0.8 -0.5
H -1.8757 -4.4411 -0.7003 0.5 -0.8 -0.7
H -1.5286 -3.0068 -2.7360 0.3 0.5 0.0
H -1.6808 -0.4045 -2.3480 0.7 1.9 -3.0
H 1.1920 0.2063 -1.0853 -1.3 0.7 0.0
H -0.0610 0.8267 1.4762 -0.5 0.0 0.4
H 0.7229 -1.2924 0.5347 -0.7 0.0 -0.1
H 1.2837 -0.8641 2.0187 1.2 -0.8 1.3
H 4.3733 -1.1510 1.6234 -0.3 0.1 -0.4
H 5.6202 -1.8044 -0.5267 -1.0 0.4 0.1
H 4.2092 -1.5933 -2.5040 -1.0 0.0 0.1
H 1.6104 0.8027 2.9246 -0.1 0.3 -0.4
```
Forces are in eV/Å.

Summary:
- LUMO level: 0.0072 Ha
- SMILES: N[C@@H](Cc1c[nH]c2ccccc12)C(=O)N[C@@H](Cc1c[nH]cn1)C(=O)O
- Calculated total energy: -1158.62306 a.u.
- ΔE to the lowest compared entry with this formula, charge and spin: 105.33 kcal/mol
- 2S+1: 1

---

An isolated molecule of C17H19N5O3S at a distorted geometry, computed with ωB97M-V/def2-TZVPD.

Structure (XYZ):
```
45
Properties=species:S:1:pos:R:3:forces:R:3
C -4.3263 -0.9631 0.3017 0.1 -0.1 -0.2
C -3.4466 -2.0333 -0.3312 0.0 0.0 0.3
C -2.7784 -2.9029 0.7315 0.2 -0.1 -0.5
C -1.9324 -4.0189 0.1127 -0.3 0.0 0.4
O -0.9507 -3.5469 -0.7878 0.3 0.1 -0.2
C 0.1309 -2.8682 -0.3203 0.2 0.2 -0.1
C 0.4900 -2.7291 1.0157 -0.2 -0.2 -0.1
C 1.5992 -1.9765 1.3635 0.3 0.2 -0.2
C 2.3812 -1.3718 0.3902 -0.5 -0.6 -0.3
N 3.4656 -0.5501 0.7242 0.5 0.8 -0.2
S 3.5379 0.9647 0.0006 -0.2 0.0 0.5
O 4.2451 1.7977 0.9239 -0.1 0.0 0.2
O 4.0199 0.8434 -1.3380 -0.3 -0.2 -0.1
C 1.8015 1.4258 -0.0563 0.6 -0.1 -0.2
C 1.1356 1.6733 1.1291 -0.1 0.1 0.0
C -0.2216 1.9314 1.1062 0.0 0.0 -0.1
C -0.8980 1.9315 -0.1124 0.9 -0.2 0.2
N -2.2710 2.1895 -0.1058 -1.5 0.2 -0.8
C -3.1690 2.3206 -1.1206 0.4 -0.1 0.6
N -4.3389 2.5746 -0.6052 -0.2 0.0 -1.1
N -4.1682 2.5996 0.7134 -0.7 0.2 0.7
N -2.9693 2.3780 1.0286 1.1 -0.2 0.8
C -0.2205 1.6898 -1.3036 -0.2 0.1 0.2
C 1.1389 1.4362 -1.2675 0.0 0.1 0.0
C 2.0559 -1.5544 -0.9517 0.0 -0.3 0.2
C 0.9422 -2.2855 -1.2982 -0.2 -0.1 0.1
H -4.7749 -0.3285 -0.4592 -0.1 0.1 0.0
H -3.7475 -0.3379 0.9792 0.0 0.1 0.1
H -5.1291 -1.4203 0.8751 -0.1 0.0 0.1
H -2.6727 -1.5656 -0.9450 0.0 0.0 -0.1
H -4.0522 -2.6628 -0.9863 0.0 0.0 -0.1
H -2.1545 -2.2690 1.3648 0.0 0.0 0.1
H -3.5393 -3.3665 1.3621 0.0 0.0 0.1
H -2.5674 -4.6612 -0.5038 0.1 0.0 0.1
H -1.4761 -4.6363 0.8970 0.0 0.0 -0.1
H -0.0838 -3.1950 1.8007 -0.1 0.0 0.0
H 1.8583 -1.8633 2.4066 0.0 0.0 0.1
H 3.6711 -0.4951 1.7104 0.1 0.2 0.1
H 1.6869 1.6761 2.0558 0.0 0.0 0.2
H -0.7746 2.1317 2.0104 0.0 0.0 0.1
H -2.9536 2.2339 -2.1624 0.1 0.0 -0.3
H -0.7406 1.6929 -2.2479 0.0 0.0 -0.1
H 1.6994 1.2508 -2.1690 0.0 0.0 -0.1
H 2.6878 -1.1127 -1.7043 0.0 0.0 -0.2
H 0.6738 -2.4279 -2.3328 0.0 0.0 -0.1
```
Forces are in eV/Å.

Summary:
- LUMO level: -0.0145 Ha
- SMILES: CCCCOc1ccc(NS(=O)(=O)c2ccc(-n3cnnn3)cc2)cc1
- Calculated total energy: -1556.84190 a.u.
- ΔE to the lowest compared entry with this formula, charge and spin: 70.07 kcal/mol
- 2S+1: 1

---

A structure of composition C17H19NNiPS at a distorted geometry, computed with ωB97M-V/def2-TZVPD.

Structure (XYZ):
```
40
Properties=species:S:1:pos:R:3:forces:R:3
C 2.1944 2.4502 -2.5998 1.0 1.0 -2.5
C 3.2470 3.1016 -1.8779 3.4 3.5 -1.3
C 3.5433 3.4353 -0.5426 1.8 0.8 -1.6
C 2.9041 3.0687 0.6661 -0.5 0.6 4.3
C 1.8554 2.2287 0.8371 1.5 0.5 2.1
Ni 2.0171 2.1156 -0.8481 -6.7 -5.9 0.0
P 1.5697 0.7557 -2.6072 -0.9 0.1 -0.2
H 2.0519 2.8703 -3.5895 0.1 -0.5 0.0
H 3.9469 3.6290 -2.5498 -0.3 0.1 0.2
H 4.3504 4.1557 -0.3791 0.0 -0.4 -0.4
H 1.3180 1.9580 1.7328 0.2 0.3 0.2
H 3.2422 3.5180 1.5989 0.7 0.8 -0.1
H 1.6649 -0.5849 -2.0850 0.2 0.6 -0.1
H 1.8158 0.4294 -3.9751 0.2 -0.3 0.1
H 0.1835 0.9198 -2.6941 0.1 -0.4 -0.3
N 0.1710 0.8203 -0.3852 -0.4 -0.3 0.5
S 0.3323 -0.4877 0.5759 -1.9 0.3 -0.3
C -0.8474 -0.3775 1.9248 2.1 0.3 -0.8
C -0.5527 -1.0605 3.1166 -0.7 -0.3 0.5
C -1.5489 -1.1757 4.0849 1.4 -0.3 -0.3
C -2.7928 -0.5595 3.9219 -0.6 0.1 0.0
C -3.0398 0.1632 2.7512 0.5 -0.1 -0.3
C -2.0674 0.2626 1.7486 -1.8 0.3 0.3
C -0.5259 -1.7070 -0.4266 1.0 0.2 0.2
C -1.5962 -1.2768 -1.2066 -0.9 -0.4 -0.8
C -2.2554 -2.2040 -2.0263 0.3 0.1 0.6
C -1.8381 -3.5398 -2.0196 -0.1 -0.3 -0.1
C -0.7630 -3.9666 -1.2230 0.5 0.6 0.7
C -0.0896 -3.0384 -0.4172 -0.6 -0.2 -0.5
H -0.7721 1.2268 -0.3342 0.5 -0.2 0.0
H 0.4406 -1.5021 3.2138 -0.3 0.0 0.2
H -1.3322 -1.7651 4.9712 0.0 0.2 0.1
H -3.5557 -0.6531 4.6968 0.2 0.1 -0.3
H -4.0029 0.6443 2.6277 0.0 0.1 -0.1
H -2.2991 0.8171 0.8402 0.1 0.0 0.3
H -1.8775 -0.2210 -1.2283 0.2 -0.5 -0.1
H -3.0876 -1.8855 -2.6630 0.3 -0.1 0.2
H -2.3613 -4.2779 -2.6209 0.0 0.1 0.0
H -0.4219 -5.0021 -1.2090 -0.2 0.2 -0.2
H 0.7786 -3.2848 0.1994 -0.3 -0.2 -0.2
```
Forces are in eV/Å.

Summary:
- Net charge: -1
- LUMO level (alpha / beta): 0.1146 / 0.1129 Ha
- Calculated total energy: -2961.35903 a.u.
- <S²>: 2.03
- 2S+1: 3

---

An isolated molecule of C17H19NO6S at a distorted geometry, computed with ωB97M-V/def2-TZVPD.

Structure (XYZ):
```
44
Properties=species:S:1:pos:R:3:forces:R:3
C -4.0881 -2.2449 -1.0564 -0.1 0.0 -0.2
O -3.4731 -2.1344 0.2052 0.2 0.0 0.3
C -2.1336 -1.9071 0.2595 0.1 0.1 0.2
C -1.5812 -1.8254 1.5395 -0.2 0.0 -0.1
C -0.2373 -1.5754 1.7112 0.0 -0.2 -0.2
C 0.5816 -1.3859 0.6036 -0.6 -0.6 -0.1
N 1.9458 -1.0254 0.8041 -0.9 0.9 0.5
C 2.9408 -1.7520 0.1803 1.1 -0.1 -0.2
C 4.3415 -1.3476 0.5295 0.2 -0.2 -0.2
O 2.6781 -2.6747 -0.5549 -0.1 0.0 0.1
S 2.0135 0.5374 1.4964 0.2 0.2 0.0
O 1.5097 0.4530 2.8338 -0.3 -0.1 -0.1
O 3.3099 1.1115 1.3305 0.0 0.0 -0.2
C 0.8002 1.3572 0.4731 0.7 -0.2 0.1
C -0.4114 1.7172 1.0246 -0.3 0.2 0.1
C -1.3896 2.2856 0.2151 0.4 -0.1 -0.1
O -2.6278 2.6464 0.6305 0.0 0.1 -0.2
C -2.9921 2.3572 1.9628 -0.1 0.0 0.1
C -1.0950 2.4997 -1.1333 -0.1 0.0 0.3
C 0.1203 2.1331 -1.6748 0.3 -0.1 0.0
C 1.0908 1.5282 -0.8756 -0.1 0.2 0.0
O 2.2862 1.0532 -1.2969 -0.1 0.0 0.0
C 2.6443 1.2265 -2.6512 0.0 0.0 -0.2
C 0.0434 -1.4878 -0.6698 0.1 0.0 0.2
C -1.3036 -1.7513 -0.8455 -0.2 0.0 -0.1
H -3.6757 -3.0790 -1.6324 0.0 0.0 0.0
H -5.1411 -2.4338 -0.8538 0.1 0.0 -0.1
H -3.9906 -1.3192 -1.6326 0.0 0.0 0.0
H -2.2315 -1.9687 2.3880 -0.1 0.0 0.1
H 0.1856 -1.5014 2.6995 0.0 0.0 0.1
H 4.4727 -1.3468 1.6086 0.1 0.0 0.1
H 4.5328 -0.3370 0.1782 0.1 0.0 0.0
H 5.0317 -2.0487 0.0666 -0.1 0.0 0.0
H -0.5490 1.5281 2.0757 -0.1 0.0 0.1
H -2.9255 1.2847 2.1674 0.0 0.0 0.0
H -4.0260 2.6842 2.0593 0.1 0.0 0.1
H -2.3694 2.9045 2.6761 0.0 0.0 0.0
H -1.8513 2.9539 -1.7538 -0.1 0.1 -0.1
H 0.2996 2.3075 -2.7233 0.0 0.0 -0.1
H 1.9445 0.7137 -3.3183 0.0 0.0 0.0
H 2.6982 2.2858 -2.9180 0.0 0.0 0.0
H 3.6306 0.7774 -2.7502 -0.1 0.0 0.0
H 0.6831 -1.3731 -1.5297 0.1 0.0 -0.1
H -1.6920 -1.8267 -1.8485 -0.1 0.0 -0.1
```
Forces are in eV/Å.

Summary:
- LUMO level: 0.0184 Ha
- SMILES: COc1ccc(N(C(C)=O)S(=O)(=O)c2cc(OC)ccc2OC)cc1
- Calculated total energy: -1563.54226 a.u.
- ΔE to the lowest compared entry with this formula, charge and spin: 37.12 kcal/mol
- 2S+1: 1